C3H8N2O2 | wB97M-V/def2-TZVPD

Values from the calculation:
Molecular weight ... 104.11 Da
Gap between HOMO and LUMO ... 10.391 eV
Charge ... 0
E ... -10316.6624 eV
SMILES ... NC(=O)NCCO
Relative energy (zero: lowest compared OMol25 entry of this formula, charge and spin) ... 6.7 kcal per mole

Each line ends with the Mulliken charge.
Positions of all 15 atoms, in Å:
O: 0.1600 -1.5985 -1.0202  -0.70
O: 1.8764 0.0390 0.3864  -0.52
N: -0.9772 0.1823 -0.1570  -0.18
N: -1.4066 -1.9741 0.5934  -0.52
C: -0.0289 1.1575 -0.6692  -0.76
C: 1.2202 1.2696 0.2027  -0.32
C: -0.6711 -1.1521 -0.2336  0.66
H: 1.6350 -0.5543 -0.3464  0.38
H: -1.7344 -1.5978 1.4709  0.22
H: -0.5309 2.1285 -0.7369  0.39
H: 0.2441 0.8555 -1.6851  0.30
H: 1.8929 2.0216 -0.2397  0.28
H: 0.9349 1.6363 1.1995  0.27
H: -1.6008 0.4879 0.5742  0.25
H: -1.0137 -2.9015 0.6610  0.25